47
Properties=species:S:1:pos:R:3 method="wB97M-V/def2-TZVPD" largest_force_ev_per_a=0.680 e_above_lowest_ev=0.376 homo_ev=-8.43 gap_ev=9.1 lumo_energy_ev=0.63
C -3.58 -4.07 2.77
C -3.34 -2.89 1.84
C -4.65 -2.33 1.29
C -4.46 -1.23 0.25
C -3.90 0.06 0.84
C -3.74 1.14 -0.23
O -2.84 0.77 -1.25
C -1.50 0.79 -1.01
C -0.70 0.27 -2.04
C 0.67 0.26 -1.93
C 1.29 0.76 -0.79
C 0.50 1.27 0.23
C -0.88 1.28 0.13
H -1.45 1.69 0.94
H 0.96 1.66 1.12
C 2.79 0.78 -0.66
C 3.39 -0.62 -0.80
O 3.13 -1.41 -1.67
O 4.26 -0.86 0.18
H 4.69 -1.72 0.04
H 3.08 1.15 0.33
C 3.44 1.66 -1.75
C 4.94 1.74 -1.50
O 5.74 1.00 -2.02
N 5.29 2.70 -0.60
H 4.58 3.28 -0.19
C 6.66 2.90 -0.18
H 7.27 2.19 -0.72
H 6.76 2.71 0.90
H 6.98 3.91 -0.40
H 3.28 1.21 -2.73
H 2.99 2.65 -1.73
H 1.26 -0.16 -2.73
H -1.19 -0.12 -2.92
H -3.45 2.10 0.22
H -4.69 1.28 -0.75
H -4.57 0.44 1.62
H -2.93 -0.13 1.30
H -5.42 -1.01 -0.21
H -3.79 -1.58 -0.53
H -5.21 -3.15 0.83
H -5.26 -1.95 2.12
H -2.71 -3.20 1.01
H -2.80 -2.11 2.39
H -2.64 -4.45 3.16
H -4.09 -4.88 2.24
H -4.20 -3.77 3.62

55
Properties=species:S:1:pos:R:3 method="wB97M-V/def2-TZVPD" largest_force_ev_per_a=3.177 multiplicity=4 e_above_lowest_ev=1.236 homo_ev="-17.18 / -17.17" gap_ev="9.0 / 3.3" lumo_energy_ev="-8.22 / -13.82" total_charge=+3
Au 0.57 -0.06 0.88
C 1.35 -0.68 5.32
C 0.56 -0.56 4.06
O 1.13 -0.15 3.02
N -0.71 -0.91 4.13
C -1.66 -0.85 3.03
C -1.50 -2.05 2.13
C -2.26 -3.21 2.29
C -2.03 -4.29 1.46
C -1.02 -4.21 0.51
C -0.32 -3.02 0.40
N -0.57 -1.97 1.18
H 2.29 -0.13 5.23
H 1.60 -1.73 5.51
H 0.79 -0.31 6.18
H -1.05 -1.27 5.01
H -1.48 0.07 2.47
H -2.67 -0.82 3.45
H -3.02 -3.25 3.06
H -2.63 -5.19 1.55
H -0.79 -5.04 -0.14
H 0.47 -2.90 -0.32
N 0.31 -0.10 -1.21
C 0.64 0.09 -2.30
N 0.96 0.27 -3.53
C 0.11 1.00 -4.45
C -0.52 0.00 -5.46
O 0.48 -0.75 -6.07
C 1.27 -1.49 -5.20
C 1.98 -0.55 -4.18
H 0.73 1.70 -5.03
H -0.66 1.54 -3.92
H -1.05 0.54 -6.25
H -1.24 -0.65 -4.92
H 2.01 -2.02 -5.81
H 0.66 -2.22 -4.63
H 2.65 0.11 -4.74
H 2.55 -1.13 -3.46
C -1.85 3.36 -0.54
C -0.75 4.33 -0.11
C 0.06 3.53 0.91
O -0.64 2.34 1.19
C -1.97 2.46 0.69
H -1.54 2.78 -1.41
H -2.79 3.86 -0.76
H -1.19 5.21 0.37
H -0.15 4.69 -0.93
H 0.21 4.09 1.84
H 1.07 3.25 0.56
H -2.59 2.95 1.45
H -2.36 1.47 0.49
Cl 4.34 -1.45 1.24
Ge 3.96 0.33 2.44
Cl 2.56 1.43 0.82
Cl 5.69 1.59 2.51

56
Properties=species:S:1:pos:R:3 method="wB97M-V/def2-TZVPD" largest_force_ev_per_a=8.054 homo_ev=-8.99 gap_ev=7.6 lumo_energy_ev=-1.34
C 2.32 -0.61 3.86
C 1.52 -1.29 2.56
B 1.95 -0.39 1.22
O 2.50 0.98 1.53
C 1.77 -0.91 -0.35
C 3.03 -0.60 -1.40
I 5.01 -0.93 -0.48
C 2.88 0.82 -2.20
C 3.42 2.14 -1.39
I 3.94 0.70 -4.16
N 1.96 -2.44 -0.17
C 0.64 -3.20 -0.11
O 0.53 -4.53 -0.03
C -0.58 -2.05 -0.12
C -2.05 -2.57 -0.63
C -3.29 -2.29 0.42
C -3.47 -0.67 0.79
S -4.10 0.25 -0.71
C -4.06 2.13 -0.43
S -5.19 3.10 -1.30
N -3.02 2.75 0.51
C -2.09 3.83 -0.09
C -1.11 4.19 1.19
N -1.60 3.34 2.35
C -2.77 2.44 2.00
C 0.23 -0.91 -0.99
S -0.40 0.80 -0.59
C 0.04 -1.17 -2.60
O -1.12 -0.43 -3.19
O -0.64 0.57 -3.89
H 3.45 -0.36 3.57
H 2.35 -1.40 4.73
H 1.79 0.40 4.20
H 1.89 -2.40 2.51
H 0.37 -1.17 2.79
H 1.70 1.46 1.94
H 2.93 -1.45 -2.23
H 1.75 1.06 -2.49
H 2.66 2.54 -0.55
H 3.47 3.03 -2.19
H 4.50 2.06 -0.95
H 2.71 -2.73 0.49
H -0.75 -1.78 1.01
H -1.98 -3.76 -0.76
H -2.39 -2.16 -1.67
H -3.21 -2.93 1.41
H -4.29 -2.58 -0.15
H -4.23 -0.62 1.69
H -2.44 -0.30 1.21
H -2.06 4.24 -1.18
H -0.21 4.97 1.15
H -3.38 1.68 2.65
H -0.71 0.95 0.78
H -0.22 -2.31 -2.75
H 0.97 -0.90 -3.26
H -0.95 1.45 -3.53

50
Properties=species:S:1:pos:R:3 method="wB97M-V/def2-TZVPD" largest_force_ev_per_a=0.334 homo_ev=-8.99 gap_ev=7.7 lumo_energy_ev=-1.24
C -1.26 1.32 0.07
C -1.08 2.68 -0.54
Br -2.70 3.61 -0.77
C 0.08 3.20 -0.90
Br 0.27 4.94 -1.63
C 1.40 2.53 -0.76
C 1.78 1.41 -1.39
S 0.82 0.58 -2.59
C 3.17 0.88 -1.13
O 3.41 -0.30 -1.16
C 4.21 1.90 -0.81
C 3.84 3.03 -0.21
C 2.40 3.20 0.15
O 2.06 3.76 1.16
H -1.96 1.36 0.91
H -0.31 0.91 0.41
H -1.69 0.63 -0.68
H 0.98 -0.65 -2.08
H 5.24 1.66 -1.04
H 4.53 3.81 0.08
C -0.65 0.25 6.06
C -0.19 -0.57 4.87
O -0.48 0.02 3.61
C 0.11 1.29 3.38
C 1.63 1.29 3.41
H -1.71 0.48 5.98
H -0.49 -0.32 6.98
H -0.10 1.19 6.15
H -0.71 -1.53 4.85
H 0.88 -0.79 4.95
H -0.28 2.04 4.07
H -0.24 1.58 2.38
H 2.02 1.10 4.41
H 1.99 2.27 3.10
H 2.03 0.53 2.73
C -2.01 -4.29 -2.02
C -2.56 -2.96 -2.51
O -1.60 -2.15 -3.18
C -1.05 -2.71 -4.36
C -2.07 -3.01 -5.45
H -1.12 -4.14 -1.41
H -2.76 -4.80 -1.42
H -1.75 -4.95 -2.85
H -2.87 -2.36 -1.65
H -3.44 -3.11 -3.13
H -0.47 -3.61 -4.13
H -0.34 -1.95 -4.72
H -2.75 -3.81 -5.16
H -1.56 -3.32 -6.36
H -2.66 -2.12 -5.67